Here is a structure of composition C13F4N5O4SSeTl from the OMol25 dataset. Energies are from ωB97M-V/def2-TZVPD.

Each line ends with the natural charge from an NBO analysis.
CARTESIAN COORDINATES (ANGSTROEM)
Tl 3.285 -1.056 3.173  0.8981
O 3.657 3.043 1.425  -0.9117
S 3.291 1.676 1.559  2.5441
O 2.393 1.434 0.091  -0.6262
O 2.308 1.340 2.572  -0.9964
O 4.341 0.683 1.438  -0.9921
F -0.311 -2.289 -2.758  -0.2790
C -0.959 -1.446 -1.957  0.3319
C -2.334 -1.421 -2.050  0.4203
F -2.907 -2.224 -2.938  -0.2807
C -3.127 -0.598 -1.233  -0.1676
C -2.415 0.207 -0.325  0.3568
C -1.043 0.180 -0.246  0.3905
F -0.467 1.013 0.623  -0.2920
C -0.262 -0.651 -1.051  -0.1297
C 1.223 -0.679 -0.915  -0.0945
C 1.920 0.239 -0.031  0.6030
N 1.808 -0.883 0.508  -0.4016
C 2.027 -1.281 -1.967  0.2452
N 2.743 -1.717 -2.751  -0.2581
F -3.065 1.036 0.483  -0.2749
C -4.557 -0.582 -1.314  -0.1332
C -5.374 0.233 -0.486  0.2358
N -6.098 0.864 0.152  -0.2158
C -5.294 -1.386 -2.223  0.2347
N -5.954 -2.020 -2.924  -0.2148
Se 5.325 3.615 4.022  0.4165
C 5.035 1.891 4.452  -0.0060
N 4.810 0.777 4.672  -0.4024

Computed properties:
F_max = 0.33 eV/Å
Electronic energy = -4441.5509 hartree
Spin multiplicity = 1
Energy relative to the best compared isomer or geometry (same formula, charge and spin) = 0.0 kJ/mol
Charge = 0
LUMO (alpha / beta) = -0.1327 / -0.1205 hartree
HOMO level (alpha / beta) = -9.372 / -10.416 eV
Gap between HOMO and LUMO (alpha / beta) = 5.762 / 7.138 eV